Here is a 3-piece molecular cluster, C36H40BrF25N2O4S2 overall from OMol25. Energies are from the ωB97M-V functional and the def2-TZVPD basis.

```
110
Properties=species:S:1:pos:R:3:forces:R:3:lowdin_charge:R:1
C 3.227 2.519 8.596 1.4 -1.0 0.4 -0.173
C 2.843 1.041 8.105 0.2 0.3 -0.2 -0.262
C 1.302 0.852 7.641 1.2 -2.2 -0.5 -0.640
Br 0.164 2.467 7.854 0.3 -0.7 -0.2 0.676
C 1.313 0.231 6.175 -1.1 -2.0 -3.1 -0.154
C 0.916 -1.288 6.043 0.7 1.6 -2.7 0.022
C 0.856 -2.059 4.705 1.0 2.9 0.2 -0.162
C 0.421 -3.596 4.716 -0.2 1.4 -0.8 -0.182
C 1.135 -4.505 3.596 -0.4 -0.4 1.2 -0.180
C 0.085 -5.692 3.228 0.8 0.2 0.1 -0.187
C -0.701 -5.323 1.877 -0.5 0.0 -0.1 -0.072
C -1.068 -6.634 0.990 -1.2 0.4 2.8 -0.301
F -2.302 -6.497 0.292 3.0 -0.3 0.9 0.057
F -1.322 -7.661 1.982 0.5 1.7 -2.3 0.028
C 0.145 -7.189 0.111 0.5 -3.6 1.9 -0.298
F -0.082 -8.597 -0.070 0.4 3.5 0.2 0.050
F 1.398 -7.115 0.802 -3.5 0.0 -1.5 0.063
S 0.368 -6.453 -1.587 2.7 0.7 -3.2 0.996
F -1.014 -7.133 -2.206 2.1 1.3 1.5 -0.147
F -0.358 -5.004 -1.210 0.5 -2.4 -0.5 -0.169
F 1.833 -5.765 -1.085 -2.4 -0.7 -1.1 -0.192
F 1.262 -7.829 -2.015 -1.7 2.3 0.5 -0.178
F 0.680 -5.838 -3.111 -0.6 -0.9 2.3 -0.175
C 1.182 -1.300 3.380 0.2 2.4 3.6 -0.022
C 1.558 0.192 3.500 -0.7 -0.5 2.4 -0.378
C 1.639 0.979 4.863 -0.8 -3.3 0.5 -0.151
N 2.017 2.401 4.881 -1.9 -0.8 -1.6 0.033
C 1.211 3.228 3.974 -2.2 2.6 -2.5 -0.185
C 0.491 4.521 4.417 -0.7 -0.6 -2.9 -0.031
C -0.365 5.351 3.393 1.5 -2.7 -1.7 -0.055
C -0.501 4.946 1.888 2.2 -2.3 2.9 -0.009
C 0.238 3.645 1.432 0.1 0.4 2.7 -0.199
O 0.187 3.115 0.098 0.1 2.1 2.1 -0.128
C 0.087 4.175 -0.886 0.1 0.4 -1.3 -0.178
C 1.387 5.114 -0.963 -0.4 -0.5 -0.1 -0.197
N 2.460 4.467 -1.826 -1.0 2.2 0.0 -0.082
C 3.452 5.580 -2.070 1.3 0.3 -0.6 -0.177
C 4.985 5.090 -1.868 0.3 -1.0 1.2 -0.370
C 5.016 3.712 -0.993 -0.2 1.4 -0.5 -0.079
O 5.642 4.802 -3.137 -0.2 -0.1 0.6 -0.107
C 1.055 2.830 2.457 -0.9 1.6 1.7 -0.312
S 1.922 1.239 1.995 -1.1 0.4 1.5 0.887
H 2.941 3.349 7.870 0.1 -1.2 1.2 0.049
H 2.840 2.662 9.660 0.3 0.2 -1.7 0.076
H 4.383 2.540 8.680 -1.8 0.0 -0.1 0.084
H 3.060 0.260 8.930 -0.4 1.4 -1.2 0.118
H 3.510 0.726 7.218 -1.1 0.6 1.3 0.115
H 0.857 0.051 8.344 0.4 1.5 -1.3 0.092
H 0.640 -1.847 7.000 0.5 0.9 -1.5 0.099
H 0.592 -3.991 5.773 -0.3 0.3 -1.5 0.116
H -0.710 -3.611 4.469 1.7 0.0 0.6 0.120
H 1.436 -3.906 2.672 -0.5 -0.9 1.3 0.090
H 2.094 -4.932 4.081 -1.5 0.6 -1.0 0.123
H 0.690 -6.659 3.176 -1.1 1.2 -0.3 0.110
H -0.685 -5.815 4.079 1.3 0.1 -1.4 0.122
H -1.698 -4.816 2.167 1.5 -1.0 -0.7 0.145
H -0.112 -4.545 1.282 -0.8 -1.3 0.6 0.117
H 1.161 -1.769 2.339 0.0 0.8 1.8 0.093
H 2.079 2.789 5.830 -0.3 -0.3 -0.7 0.066
H 0.527 4.898 5.504 0.0 -0.8 -1.9 0.082
H -0.933 6.299 3.717 1.2 -1.8 -0.4 0.091
H -1.133 5.541 1.157 1.0 -0.9 1.3 0.089
H 0.007 3.654 -1.916 0.1 0.6 1.8 0.137
H -0.900 4.768 -0.782 1.6 -0.8 0.1 0.118
H 1.889 5.312 0.045 -1.1 -0.3 -1.2 0.127
H 1.069 6.113 -1.430 0.3 -1.2 0.8 0.122
H 1.993 4.291 -2.727 0.4 -0.1 0.5 0.100
H 3.358 5.990 -3.139 0.2 -0.6 1.4 0.129
H 3.226 6.475 -1.375 0.6 -1.5 -0.9 0.117
H 5.613 5.897 -1.324 -1.2 -1.1 -0.8 0.137
H 6.096 3.473 -0.669 -1.7 0.4 -0.5 0.083
H 4.344 3.916 -0.086 1.0 -0.8 -1.2 0.080
H 4.598 2.898 -1.686 0.5 1.1 1.4 0.088
H 6.304 4.090 -2.984 -0.8 0.8 0.0 0.087
C -0.413 -2.546 -4.526 0.3 0.2 0.8 -0.043
C -1.710 -3.237 -4.998 0.0 0.8 0.3 -0.429
C -1.564 -4.132 -6.228 -0.4 -0.7 -0.5 -0.296
F -1.157 -3.454 -7.318 -0.1 -0.1 0.1 0.092
F -2.761 -4.687 -6.551 0.0 0.1 0.3 0.094
F -2.670 -2.295 -5.181 0.1 -0.2 -0.2 0.118
F -2.147 -4.017 -3.967 0.3 -0.2 -0.3 0.104
O -0.224 -1.188 -4.942 -0.1 -0.5 -1.5 0.035
C 0.353 -1.003 -6.220 0.5 -0.7 1.6 -0.503
C -0.597 -0.306 -7.199 -0.5 0.5 -0.5 -0.276
F -1.736 -1.014 -7.375 0.1 0.1 0.3 0.090
F -0.027 -0.181 -8.422 0.3 -0.1 0.3 0.103
F 0.808 -2.183 -6.683 0.1 0.5 -0.4 0.135
F 1.447 -0.232 -6.028 -0.4 0.2 -0.3 0.149
H -0.481 -2.485 -3.436 -0.2 0.1 -0.2 0.149
H 0.476 -3.155 -4.711 -0.2 0.0 -0.2 0.143
H -0.860 -4.948 -6.042 0.1 0.1 0.2 0.174
H -0.872 0.689 -6.841 0.2 0.0 0.2 0.168
C -6.207 0.980 -2.777 -0.6 -0.6 -0.1 -0.044
C -5.260 1.479 -1.665 0.3 -0.9 -0.4 -0.435
C -4.941 2.975 -1.682 0.2 0.7 0.5 -0.300
F -4.316 3.360 -2.810 0.0 -0.1 0.0 0.091
F -4.106 3.290 -0.658 -0.1 -0.3 0.1 0.089
F -4.126 0.739 -1.687 0.0 0.3 0.0 0.129
F -5.867 1.200 -0.473 -0.1 0.4 -0.1 0.104
O -5.599 0.369 -3.923 0.8 1.2 -0.2 0.037
C -5.162 1.226 -4.957 -1.6 -0.5 0.8 -0.501
C -3.644 1.171 -5.159 0.8 -0.3 0.0 -0.274
F -2.979 1.530 -4.039 -0.3 -0.1 0.0 0.095
F -3.249 2.028 -6.135 -0.4 0.0 -0.1 0.093
F -5.617 2.474 -4.735 0.4 0.0 -0.4 0.134
F -5.780 0.799 -6.081 0.5 0.0 0.0 0.149
H -6.794 0.172 -2.330 0.3 0.0 0.0 0.149
H -6.948 1.731 -3.062 0.3 0.1 0.0 0.144
H -5.849 3.573 -1.565 -0.1 -0.1 0.0 0.173
H -3.321 0.163 -5.433 -0.3 -0.1 0.0 0.156
```
Forces are in eV/Å.

The SMILES is CC[C@@H](Br)c1cc(CCCCC(F)(F)C(F)(F)S(F)(F)(F)(F)F)cc2c1Nc1cccc(OCCNC[C@@H](C)O)c1S2.FC(F)C(F)(F)COC(F)(F)C(F)F.FC(F)C(F)(F)COC(F)(F)C(F)F. For the total energy, the calculation gives -208787.5396 eV. The HOMO-LUMO gap is 6.14 eV. As for the total charge: 0. The highest occupied orbital energy comes out at -0.2836 Ha.

---

Here is an isolated molecule of CH4FINP from OMol25. Energies are from the ωB97M-V functional and the def2-TZVPD basis.

```
9
Properties=species:S:1:pos:R:3:forces:R:3:lowdin_spin:R:1
C 1.274 0.395 -0.328 -3.2 -0.7 -1.6 0.101
N 0.443 -0.500 0.464 0.4 0.8 2.8 0.929
F -1.995 -1.861 0.600 0.7 0.1 0.7 0.092
P -1.416 -0.855 -0.502 -2.3 -0.3 -2.7 0.611
I -2.691 1.136 0.142 -0.2 0.1 0.1 0.201
H 0.747 1.350 -0.481 0.3 0.2 0.9 0.037
H 2.225 0.453 0.036 2.5 0.7 1.1 0.015
H 1.299 0.114 -1.410 0.0 -0.7 0.9 0.004
H 0.113 -0.232 1.479 1.8 -0.2 -2.2 0.011
```
Forces are in eV/Å.

For the total energy, the calculation gives -22695.3490 eV. Its spin multiplicity is 3. The HOMO-LUMO gap (spin up / spin down) is 5.97 / 6.53 eV. As for the total charge: 0. Its relative energy (zero: lowest compared OMol25 entry of this formula, charge and spin) is 24.6 kcal/mol. The highest occupied orbital energy (spin up / spin down) comes out at -0.2032 / -0.3381 Ha.

---

Here is C35H57N10PS2Sn as an isolated structure from OMol25. Energies are from the ωB97M-V functional and the def2-TZVPD basis.

```
106
Properties=species:S:1:pos:R:3:forces:R:3:lowdin_charge:R:1
Sn 0.586 1.084 -1.500 0.2 -0.7 -1.6 0.755
C 4.217 2.487 1.151 0.0 -0.2 0.1 -0.221
C 3.128 2.252 2.243 0.2 0.1 0.1 -0.217
N 2.098 1.315 1.907 -0.4 0.3 0.0 -0.083
C 2.363 -0.092 1.922 0.3 -0.2 0.1 -0.289
C 3.639 -0.680 1.281 -0.2 0.0 -0.5 -0.444
S 3.694 -0.805 -0.546 0.3 -0.1 0.0 0.832
C 5.035 0.337 -1.021 -0.4 -0.2 0.2 -0.469
C 4.539 1.772 -1.191 0.1 -0.1 0.0 -0.325
N 3.661 2.119 -0.118 0.3 0.6 0.1 -0.126
H 5.101 1.867 1.352 -0.1 0.0 0.0 0.089
H 4.556 3.543 1.194 0.0 -0.1 0.1 0.099
H 2.620 3.206 2.421 0.1 0.0 0.1 0.079
H 3.611 1.938 3.181 -0.1 0.1 0.0 0.105
H 1.620 1.604 1.054 0.0 -0.2 0.0 -0.001
H 1.498 -0.579 1.468 0.0 0.0 0.0 0.082
H 2.405 -0.410 2.980 0.0 -0.1 -0.1 0.103
H 3.720 -1.716 1.620 0.0 0.0 0.1 0.051
H 4.533 -0.148 1.592 0.1 0.0 0.2 0.049
H 5.412 -0.047 -1.968 0.1 0.0 0.0 0.058
H 5.830 0.260 -0.276 0.1 0.0 0.0 0.055
H 3.950 1.840 -2.108 0.1 0.0 0.0 0.073
H 5.418 2.446 -1.294 -0.1 -0.1 0.0 0.109
H 2.981 2.802 -0.432 -0.1 -0.3 -0.1 -0.010
N 3.011 5.716 -0.921 0.0 0.0 0.5 0.016
C 2.051 4.694 -0.911 0.3 0.1 -1.6 -0.957
S 1.945 3.786 -2.343 -0.1 0.3 -0.2 0.497
N 1.329 4.667 0.170 -0.4 0.7 1.9 -0.031
N 0.458 3.674 0.374 -0.8 0.3 0.1 0.057
C -0.504 3.882 1.242 1.6 0.6 -0.9 -0.215
C -0.692 5.144 1.987 0.0 0.7 0.2 -0.177
C -1.899 5.849 1.923 0.3 -0.3 -0.2 -0.055
C -2.096 6.995 2.665 -0.1 0.4 0.2 -0.108
C -1.090 7.479 3.490 0.0 0.0 0.0 -0.121
C 0.121 6.803 3.544 0.0 0.2 0.2 -0.102
C 0.321 5.657 2.800 -0.1 -0.3 -0.1 -0.031
C -1.436 2.818 1.485 -0.9 -1.6 0.5 -0.212
C -2.422 2.904 2.495 0.5 0.4 -0.2 -0.034
C -3.332 1.889 2.659 -0.2 -0.7 -0.3 -0.091
C -3.249 0.770 1.829 -0.2 0.4 0.5 -0.078
C -2.203 0.732 0.921 -0.3 -0.6 0.0 -0.162
N -1.325 1.691 0.755 0.0 1.0 0.1 0.096
H 3.813 5.484 -1.487 -0.2 0.0 -0.1 0.045
H 3.234 6.044 0.009 0.0 0.0 0.1 0.059
H -2.690 5.479 1.286 0.0 0.0 -0.1 0.119
H -3.040 7.524 2.611 0.0 0.0 0.0 0.091
H -1.250 8.369 4.088 0.0 0.0 0.0 0.086
H 0.911 7.171 4.189 0.0 0.0 0.0 0.092
H 1.258 5.121 2.868 0.0 0.0 -0.1 0.096
H -2.454 3.766 3.145 0.0 0.0 0.0 0.097
H -4.101 1.954 3.425 0.1 0.0 -0.1 0.094
H -3.959 -0.044 1.907 0.0 0.0 0.0 0.085
H -2.042 -0.129 0.286 0.1 -0.1 -0.1 0.051
C 0.313 0.949 -3.595 0.2 0.3 0.8 -0.432
H 0.498 1.788 -4.266 0.1 0.2 0.0 -0.167
H -0.159 0.133 -4.141 -0.1 -0.3 0.1 -0.154
N -0.288 -0.921 -1.228 -0.5 -0.5 0.3 -0.347
P -1.007 -2.238 -1.247 -0.7 -1.2 -0.2 0.562
N -0.053 -3.558 -1.743 -0.1 0.4 0.0 -0.219
C 1.325 -3.296 -2.039 0.5 0.3 0.0 -0.240
C 2.247 -3.887 -0.975 0.0 -0.2 -0.4 -0.216
C 1.979 -5.381 -0.819 0.0 0.1 0.3 -0.218
C 0.505 -5.608 -0.494 0.0 -0.1 -0.3 -0.198
C -0.376 -4.940 -1.560 -0.2 -0.2 0.2 -0.233
N -2.434 -2.540 -2.207 0.8 0.1 0.5 -0.214
C -2.109 -2.754 -3.608 0.2 -0.4 -0.6 -0.243
C -3.233 -2.276 -4.521 0.1 0.0 0.0 -0.200
C -3.416 -0.759 -4.405 -0.1 0.0 0.0 -0.201
C -3.122 -0.307 -2.972 -0.1 0.0 0.1 -0.190
C -3.370 -1.451 -2.003 -0.6 0.4 0.1 -0.262
N -1.660 -2.828 0.229 0.3 0.5 -0.2 -0.202
C -0.829 -2.498 1.365 0.3 0.2 0.4 -0.241
C -1.591 -2.596 2.678 0.1 -0.2 -0.1 -0.182
C -2.234 -3.977 2.849 0.0 0.1 0.1 -0.199
C -2.850 -4.485 1.535 -0.1 0.1 0.0 -0.180
C -2.963 -3.347 0.521 -0.2 -0.4 -0.2 -0.251
H 1.423 -2.209 -2.067 0.2 0.0 -0.2 0.067
H 1.587 -3.712 -3.025 0.0 0.0 0.0 0.118
H 2.046 -3.373 -0.035 0.0 0.1 0.2 0.093
H 3.289 -3.707 -1.243 0.0 0.1 0.1 0.083
H 2.610 -5.802 -0.027 0.0 -0.1 -0.1 0.098
H 2.224 -5.898 -1.753 0.1 0.0 0.0 0.103
H 0.283 -5.160 0.475 -0.1 0.0 0.1 0.087
H 0.286 -6.682 -0.437 -0.1 0.1 0.0 0.100
H -1.427 -5.007 -1.273 0.0 -0.1 -0.1 0.097
H -0.235 -5.488 -2.511 -0.1 0.0 0.0 0.112
H -1.944 -3.830 -3.757 0.1 0.2 -0.1 0.101
H -1.179 -2.231 -3.878 -0.1 0.0 -0.1 0.113
H -4.160 -2.783 -4.239 0.0 -0.1 0.0 0.099
H -3.004 -2.559 -5.552 0.0 -0.1 0.0 0.100
H -4.443 -0.494 -4.685 0.1 0.0 -0.1 0.094
H -2.738 -0.248 -5.090 0.0 0.1 0.0 0.100
H -3.725 0.563 -2.705 0.0 0.1 0.0 0.109
H -2.073 -0.027 -2.861 0.0 0.2 -0.1 0.046
H -4.405 -1.825 -2.093 0.1 0.1 0.1 0.112
H -3.234 -1.082 -0.986 -0.2 0.0 0.0 0.074
H -0.441 -1.483 1.217 0.1 -0.1 0.2 0.074
H 0.040 -3.177 1.407 0.1 0.1 0.1 0.102
H -2.356 -1.821 2.699 -0.1 0.1 0.1 0.087
H -0.907 -2.406 3.507 0.0 0.1 0.0 0.110
H -3.001 -3.916 3.627 0.0 -0.1 0.1 0.094
H -1.477 -4.688 3.193 0.0 0.0 0.1 0.098
H -3.837 -4.921 1.715 0.0 0.0 0.0 0.098
H -2.216 -5.262 1.105 0.0 0.0 -0.1 0.093
H -3.646 -2.578 0.926 -0.1 0.0 0.0 0.106
H -3.395 -3.707 -0.413 -0.1 0.0 0.1 0.101
```
Forces are in eV/Å.

For the total energy, the calculation gives -88909.9067 eV. The HOMO-LUMO gap is 3.84 eV. As for the total charge: -2. Its relative energy (zero: lowest compared OMol25 entry of this formula, charge and spin) is 56.8 kcal/mol. The highest occupied orbital energy comes out at 0.0189 Ha.

---

Here is C22H15BrIrN3O11S as an isolated structure from OMol25. Energies are from the ωB97M-V functional and the def2-TZVPD basis.

```
54
Properties=species:S:1:pos:R:3:forces:R:3:lowdin_charge:R:1
Ir 0.014 0.667 0.466 -0.3 -2.0 -0.1 1.473
O 5.325 1.553 3.326 0.0 0.0 0.0 0.051
C 4.038 1.439 2.875 0.1 0.1 0.0 -0.281
C 3.327 0.258 3.000 -0.2 0.0 0.1 0.051
C 2.059 0.215 2.466 -0.3 0.2 0.1 -0.195
N 1.508 1.262 1.848 0.5 0.6 -0.9 0.013
C 2.154 2.439 1.818 -0.1 0.0 0.1 -0.135
C 3.434 2.559 2.320 0.0 -0.1 0.1 0.066
C 1.339 3.649 1.299 0.0 -0.1 -0.1 -0.664
O 1.838 4.763 1.527 0.1 0.0 0.0 -0.032
O 0.270 3.317 0.760 -0.2 0.8 0.2 -0.072
C 1.114 -0.954 2.591 0.1 -0.1 0.0 -0.612
O 1.337 -1.863 3.376 0.0 0.0 0.0 0.043
O 0.070 -0.827 1.847 0.1 0.1 0.4 -0.147
H 5.616 0.685 3.623 0.0 0.0 0.0 0.099
H 3.723 -0.629 3.479 0.0 0.0 0.0 0.130
H 3.929 3.518 2.278 0.0 0.0 0.0 0.124
C -2.423 -5.007 -1.282 0.0 0.0 0.0 -0.061
C -1.231 -4.097 -1.148 0.0 -0.1 0.0 -0.275
C -0.930 -3.174 -2.143 0.0 0.1 0.0 -0.049
C 0.141 -2.311 -2.003 0.0 0.0 0.0 -0.052
C 0.930 -2.378 -0.866 0.0 0.0 -0.1 -0.282
C 0.662 -3.303 0.129 0.0 0.0 0.0 -0.050
C -0.422 -4.155 -0.020 0.0 0.0 0.0 -0.036
S 2.270 -1.230 -0.716 -0.1 -0.3 -0.2 0.600
O 2.927 -1.554 0.529 0.0 0.0 0.0 -0.299
O 3.055 -1.337 -1.929 0.1 0.1 0.1 -0.320
N 1.612 0.226 -0.656 0.1 0.0 -0.2 -0.310
C 1.776 1.145 -1.790 0.1 0.2 0.2 -0.155
C 0.441 1.711 -2.218 -0.3 0.1 0.3 -0.624
O 0.268 2.203 -3.320 0.1 0.0 -0.2 0.028
O -0.463 1.664 -1.291 0.5 0.5 0.2 -0.171
H -3.064 -4.690 -2.104 0.0 0.0 0.0 0.070
H -3.019 -5.003 -0.367 0.0 0.0 0.0 0.074
H -2.115 -6.040 -1.469 0.0 0.0 0.0 0.070
H -1.582 -3.076 -3.001 0.0 0.0 0.0 0.108
H 0.347 -1.567 -2.762 0.0 0.0 0.0 0.125
H 1.281 -3.335 1.014 0.0 0.1 0.0 0.105
H -0.665 -4.845 0.781 0.0 0.0 0.0 0.109
H 2.292 0.667 -2.618 0.0 0.0 0.0 0.105
H 2.364 2.013 -1.470 0.1 0.0 0.0 0.125
Br -3.300 4.562 1.664 0.0 0.0 0.0 0.718
C -3.621 3.328 0.261 0.0 0.0 0.1 -0.652
C -4.599 3.606 -0.676 0.0 0.0 0.0 -0.216
N -4.874 2.782 -1.683 0.0 0.0 0.0 0.057
C -4.173 1.652 -1.758 0.0 0.0 0.0 -0.081
C -3.188 1.276 -0.851 -0.1 0.1 0.0 -0.108
C -2.904 2.151 0.186 0.0 -0.1 0.0 -0.063
C -2.549 -0.092 -1.013 0.1 0.0 0.1 -0.569
O -3.075 -0.873 -1.793 -0.1 0.0 0.0 0.048
O -1.553 -0.412 -0.254 -0.2 0.0 -0.2 -0.170
H -5.177 4.520 -0.607 0.0 0.0 0.0 0.088
H -4.393 0.987 -2.582 0.0 0.0 0.0 0.113
H -2.141 1.941 0.928 0.0 0.1 0.0 0.088
```
Forces are in eV/Å.

For the total energy, the calculation gives -133770.5210 eV. The HOMO-LUMO gap is 6.75 eV. As for the total charge: -2. Its relative energy (zero: lowest compared OMol25 entry of this formula, charge and spin) is 43.4 kcal/mol. The highest occupied orbital energy comes out at -0.0910 Ha.